1.
The following is a DFT calculation (wB97M-V/def2-TZVPD) of a 13-piece molecular cluster, C45H111N5O13 overall at a distorted geometry.

## Properties
Relative energy (zero: lowest compared OMol25 entry of this formula, charge and spin) (kJ/mol): 379.3
Spin multiplicity: 1
Frontier orbital gap (eV): 7.62

Geometry (Å):
C  1.659  1.415  -0.720
H  -5.187  -4.071  -4.458
H  -1.176  -2.032  5.904
O  3.752  3.465  -4.652
H  3.364  -4.788  -4.456
C  -4.363  -5.919  0.090
H  -3.290  -6.048  -0.056
C  0.078  -0.948  4.642
C  0.813  4.996  4.549
C  2.285  7.662  3.230
H  0.737  5.058  3.463
O  -0.607  1.841  1.032
H  2.535  1.604  -1.340
C  -3.610  -3.773  1.018
H  1.633  -3.627  2.012
N  -0.812  1.948  -0.375
H  1.626  3.130  4.118
H  -5.880  -4.441  2.138
H  0.888  3.401  -5.989
O  4.832  6.366  4.127
H  -0.703  -2.402  2.661
H  1.715  8.591  3.212
H  0.437  4.209  -4.791
H  -3.333  -4.184  1.988
H  0.414  -5.790  -4.396
H  3.450  1.454  -4.744
H  -1.575  -1.355  -0.326
H  2.232  -4.411  -0.823
H  3.047  3.446  2.162
H  -0.988  0.275  3.121
H  -7.459  -4.804  -1.266
H  0.063  0.322  -3.194
H  -4.018  -5.799  -2.591
H  -2.147  0.365  -6.176
H  -4.414  -2.010  -1.024
C  -3.084  0.969  -0.212
C  -7.130  -4.290  -2.170
H  -0.810  1.329  -4.188
C  3.035  8.003  5.588
N  1.171  -3.132  -3.889
H  -1.316  2.381  1.388
C  0.507  2.293  -1.048
N  3.555  5.906  4.559
C  2.185  -3.612  -2.934
C  -1.624  0.833  -0.853
C  1.190  6.386  5.103
H  2.415  8.900  5.607
C  3.267  4.519  4.055
C  2.410  -2.929  2.323
H  -5.245  -2.564  -3.550
H  0.059  4.438  -0.912
H  4.075  8.320  5.519
H  3.979  -1.177  4.046
C  -0.079  -5.005  -4.969
H  -2.082  3.536  -0.307
H  -0.172  4.609  4.811
H  1.046  6.284  6.178
O  0.116  3.813  -5.602
H  1.972  1.502  0.321
H  -0.676  7.238  -3.038
H  2.319  -5.772  -3.439
H  4.155  -2.868  -1.996
H  -0.153  3.376  -2.854
H  5.215  6.594  4.978
H  3.701  -5.387  -2.833
H  -6.724  -5.249  0.928
C  -6.113  -4.359  1.076
C  -5.163  -6.643  -0.991
H  -2.274  0.072  -7.656
C  -1.201  -2.851  -4.791
C  2.007  -2.475  3.738
C  -0.148  -3.744  -4.093
H  1.253  2.433  -3.077
H  -5.497  -6.311  -3.174
H  -2.464  1.868  -2.687
H  3.139  0.633  5.350
H  3.468  -3.632  4.796
H  -4.552  -6.441  1.028
C  -1.161  -0.228  4.073
H  0.569  -5.775  -2.115
H  1.807  4.212  -0.977
O  5.110  2.812  -2.241
O  3.306  0.513  -4.842
C  2.955  -4.887  -3.450
C  0.293  -4.777  -1.775
H  -1.911  -0.997  3.887
H  -1.577  -4.767  -2.670
H  -0.360  -0.744  6.832
H  -0.724  5.833  -2.477
C  -0.953  -0.531  -0.676
H  -1.403  -1.920  -4.261
H  -1.120  -3.237  -2.177
H  3.181  7.991  2.704
H  2.420  -2.174  1.536
O  -0.384  -2.853  3.447
O  -2.667  4.259  -0.079
H  0.619  -4.944  -5.804
C  -0.527  1.237  -3.139
C  -0.241  -1.490  6.047
H  1.005  0.741  3.819
H  2.070  -4.510  4.249
C  3.296  -2.517  -2.568
H  0.367  -2.268  6.507
H  2.587  5.107  2.008
H  1.682  6.937  2.684
C  -0.698  -4.123  -2.653
C  2.893  -1.146  3.951
H  -0.272  -0.389  0.163
O  1.660  -2.772  -5.107
H  2.740  -0.595  3.023
O  -5.281  -2.416  -0.956
H  4.436  2.204  -1.935
H  3.664  3.497  -5.604
H  2.589  5.966  -2.653
C  1.022  0.204  4.767
C  0.300  2.433  -2.548
C  2.381  -3.588  4.739
H  -3.656  0.092  -0.516
H  -6.206  -6.811  -0.724
H  -0.886  -2.544  -5.788
H  -0.431  -0.921  -1.550
H  0.419  7.104  4.824
H  1.965  6.368  -3.972
H  -2.447  0.192  -2.729
H  1.965  -3.536  5.746
C  -4.762  -4.439  0.236
H  1.399  0.363  -0.836
H  3.414  -3.345  2.237
H  -2.652  -3.918  0.518
H  2.829  -1.828  -1.865
H  -3.652  1.857  -0.493
O  2.135  5.608  -3.416
H  0.776  0.911  5.559
C  -4.969  -3.617  -3.491
N  0.601  -1.961  3.696
C  -1.859  1.027  -2.348
H  -7.525  -5.027  -2.869
C  2.553  6.972  4.601
C  2.475  -0.193  5.100
N  -4.843  -3.697  -1.041
H  1.890  3.712  5.724
H  -2.137  -3.359  -5.025
H  0.850  3.816  0.466
H  -4.808  -7.670  -1.075
H  -3.073  1.013  0.877
H  3.271  4.233  -4.341
H  -6.747  -3.473  1.077
H  4.268  3.504  5.731
H  5.241  3.922  4.289
H  -7.653  -3.342  -2.299
C  1.555  -3.991  -1.568
H  4.797  3.106  -3.096
H  4.301  2.505  4.253
H  -0.033  -4.914  -0.744
H  -3.881  -3.565  -3.527
H  2.390  -0.753  6.031
C  -5.069  -5.817  -2.302
H  -0.979  -5.472  -5.368
C  -5.543  -4.356  -2.217
C  1.918  4.018  4.678
C  3.301  4.449  2.504
C  4.290  3.524  4.641
H  2.550  0.446  -5.425
H  2.874  7.546  6.565
H  4.271  4.704  2.076
O  -1.720  -0.101  -6.895
C  0.874  3.774  -0.623
H  -1.586  0.613  4.620
H  -3.817  -2.714  1.171
H  -2.704  4.797  -0.870
H  3.594  -1.771  -3.305
H  1.458  -1.834  -5.105
O  -1.271  6.601  -2.643
H  1.285  -3.044  -1.101

2.
The following is a DFT calculation (wB97M-V/def2-TZVPD) of a 2-piece molecular cluster, C6H12N3O2S overall at a distorted geometry.

## Properties
Relative energy (zero: lowest compared OMol25 entry of this formula, charge and spin) (kJ/mol): 227.9
Charge: +1
Spin multiplicity: 1
Frontier orbital gap (eV): 9.69

Geometry (Å):
H  -0.490  1.247  2.369
N  -0.293  0.622  -0.845
H  0.857  -2.616  1.027
C  0.458  -0.525  2.185
C  -1.057  1.685  -2.967
C  0.086  -0.466  -0.222
N  0.377  0.781  2.460
C  -0.538  -0.711  -2.668
H  -0.439  1.994  -3.809
H  -0.077  1.515  -0.472
H  2.074  -1.211  3.032
S  -0.066  -1.732  -1.360
H  -0.468  -1.022  -3.635
C  -0.599  0.533  -2.192
O  1.590  -2.573  1.628
H  -2.116  1.553  -3.166
N  -0.703  -1.256  2.414
O  -1.114  2.754  -2.036
H  -1.578  -0.875  2.756
C  1.733  -1.241  2.007
H  1.277  1.132  2.324
H  -0.615  -2.249  2.233
H  2.471  -0.831  1.426
H  -0.768  3.494  -2.488

Number 1: HOMO -0.3000 Eh. Number 2: HOMO -0.4632 Eh.